Entry 1:
C5H7NO in the gas phase in a non-equilibrium geometry, computed with ωB97M-V/def2-TZVPD.

Geometry as XYZ:
```
14
C5H7NO | the Open Molecules 2025 dataset | ωB97M-V/def2-TZVPD
C -0.9189 -0.8451 1.0175
C -0.6736 0.4570 0.2334
C -1.4919 0.5503 -0.9954
N -1.8784 0.6743 -2.0799
C 0.7582 0.7120 -0.3256
C 1.8072 -0.3698 -0.3280
O 1.7210 -1.4922 0.1032
H -0.8211 -1.7171 0.3708
H -1.9243 -0.8317 1.4510
H -0.1955 -0.9628 1.8293
H -0.9486 1.2988 0.8827
H 0.6419 0.9314 -1.3914
H 1.1975 1.6279 0.0878
H 2.7265 -0.0330 -0.8554
```

The orbital gap comes out at 10.868 eV. The calculation puts the relative energy (zero: lowest compared OMol25 entry of this formula, charge and spin) at 27.10 kcal/mol. Its SMILES is C[C@H](C#N)CC=O. For the LUMO energy, the calculation gives 0.650 eV. The HOMO energy comes out at -10.219 eV. As for the multiplicity: 1.

natural (NBO) atomic charge list, values in e, 2 entries: -0.59 -0.32



Entry 2:
C19H28MnN6O2 as an isolated structure in a non-equilibrium geometry, computed with ωB97M-V/def2-TZVPD.

Geometry as XYZ:
```
56
C19H28MnN6O2 | the Open Molecules 2025 dataset | ωB97M-V/def2-TZVPD
N 0.4570 -0.1012 -2.2439
C 1.3692 -0.1120 -2.9479
C 2.5478 -0.1135 -3.7649
H 3.1609 0.7662 -3.5187
H 2.2657 -0.0724 -4.8255
H 3.1252 -1.0307 -3.5767
N -2.5274 -1.1067 -1.0705
C -3.4434 -1.8089 -1.2004
C -4.5535 -2.6902 -1.3596
H -4.8330 -2.7466 -2.4191
H -5.4085 -2.3199 -0.7794
H -4.2828 -3.6935 -1.0039
N -1.1606 1.3952 0.7571
C -1.1797 2.2015 1.5854
C -1.0907 3.1820 2.6212
H -1.3385 2.7238 3.5896
H -1.7932 4.0010 2.4188
H -0.0656 3.5794 2.6549
Mn -0.8263 -0.1856 -0.4901
C -1.4953 -0.8641 1.1433
O -2.2766 -1.1002 1.9750
C -0.1855 -1.9332 -0.8881
O -0.0092 -2.9545 -1.4247
C -1.5624 1.2814 -3.4023
C -0.9250 2.2957 -2.6829
C -1.5424 2.8421 -1.5667
C -2.8010 2.3814 -1.1708
C -3.4213 1.3593 -1.8709
C -2.7983 0.8059 -2.9924
H -1.1116 0.8844 -4.3233
H 0.0402 2.6955 -3.0259
H -1.0613 3.6720 -1.0289
H -3.3294 2.8560 -0.3309
H -4.4222 1.0216 -1.5648
H -3.3004 0.0253 -3.5819
C 3.8274 0.6386 0.6218
N 3.1198 -0.2102 1.5597
C 3.9154 -0.8738 2.5797
C 1.7957 -0.4556 1.3703
N 1.1672 0.1229 0.3839
N 1.1399 -1.3304 2.2639
C 1.3163 -2.7756 2.1406
C 0.8570 -0.8485 3.6094
H 4.8768 0.6709 0.9268
H 3.4245 1.6602 0.6383
H 3.7724 0.2396 -0.4025
H 3.6105 -0.5673 3.5883
H 3.8563 -1.9673 2.4975
H 4.9584 -0.5671 2.4283
H 1.7774 0.7778 -0.1111
H 1.8899 -3.1755 2.9941
H 0.3250 -3.2560 2.1370
H 1.8288 -3.0275 1.2027
H 0.1047 -0.0471 3.5703
H 0.4554 -1.6806 4.2029
H 1.7603 -0.4639 4.1078
```

The orbital gap (alpha / beta) comes out at 9.303 / 5.480 eV. The calculation puts the relative energy (zero: lowest compared OMol25 entry of this formula, charge and spin) at 0.00 kcal/mol. Its charge is +4. For the LUMO energy (alpha / beta), the calculation gives -12.119 / -15.862 eV. The HOMO energy (alpha / beta) comes out at -21.421 / -21.342 eV. As for the multiplicity: 4. Its expectation value of S² is 3.7847.

natural (NBO) atomic charge list, values in e, 2 entries: -0.53 0.55



Entry 3:
C16H25NO3 as an isolated structure in a non-equilibrium geometry, computed with ωB97M-V/def2-TZVPD.

Geometry as XYZ:
```
45
C16H25NO3 | the Open Molecules 2025 dataset | ωB97M-V/def2-TZVPD
C -3.5114 -2.6581 0.7451
H -4.4569 -2.3876 0.5102
O -2.6320 -1.4728 1.0619
C -2.6450 -0.5041 0.2477
C -1.9054 0.3979 0.6297
C -1.8271 1.6588 0.1099
C -2.4748 1.7335 -1.0268
C -3.1552 0.8393 -1.8136
C -3.3535 -0.3307 -1.0663
H -3.8539 -1.2002 -1.3963
H -3.6606 1.1117 -2.6412
H -2.3645 2.8735 -1.8490
O -1.0585 2.6574 0.3615
C -0.1988 2.8276 1.6293
C 1.0320 1.9200 1.1460
C 1.7759 2.5812 0.2912
C 2.9272 1.5304 -0.4092
C 2.2364 0.5040 -1.2021
N 1.8691 -0.4249 -0.5275
C 2.7940 -1.3721 0.1051
C 2.1871 -2.4960 0.8109
O 1.1336 -3.1510 0.3892
C 0.2151 -2.2865 -0.1646
C 0.6885 -1.2632 -0.9813
H -0.0743 -0.4837 -1.6827
H 1.2451 -1.7661 -2.0747
H -0.4788 -3.2253 -0.7495
H -0.2400 -1.7680 0.6059
H 2.9249 -3.2333 1.3279
H 1.8283 -2.0466 1.8585
H 3.5782 -0.7329 0.4903
H 3.2919 -1.9355 -0.9944
H 3.0508 0.2219 -1.9856
H 1.4131 0.8356 -1.8778
H 3.4878 2.2186 -1.1260
H 3.5742 1.4869 0.3578
H 2.3697 3.5075 0.3946
H 1.1541 2.9652 -0.3459
H 1.6259 1.8912 2.1965
H 0.6529 1.0625 1.0378
H -0.6676 2.2420 2.6163
H -0.0967 3.8498 2.0606
H -1.5841 0.3893 1.7829
H -3.5437 -3.5378 1.4845
H -3.2733 -3.0293 -0.3370
```

The orbital gap comes out at 8.513 eV. The calculation puts the relative energy (zero: lowest compared OMol25 entry of this formula, charge and spin) at 406.23 kcal/mol. For the LUMO energy, the calculation gives 0.721 eV. The HOMO energy comes out at -7.792 eV. As for the multiplicity: 1.

natural (NBO) atomic charge list, values in e, 2 entries: -0.27 0.18



Computed DFT total energy, in the same sequence as the records: -8835.028 -64466.090 -24614.199 eV.